Density functional theory data (wB97M-V/def2-TZVPD) for a molecular structure, C17H11AsF6MoN3O6S7.

XYZ file:
```
52
C17H11AsF6MoN3O6S7 wB97M-V/def2-TZVPD
Mo 1.15815 -0.40094 -1.04388
F 2.75377 1.58263 4.62779
C 1.76176 1.17033 3.87109
F 0.66019 1.83966 4.14382
F 1.55746 -0.13000 4.04518
S 2.16097 0.40240 1.37922
O 0.87410 -0.29275 1.25456
O 2.10756 1.46341 2.52180
N 3.33429 -0.53317 1.77434
S 3.49834 -1.86123 0.92996
O 2.43401 -2.00617 -0.07478
O 4.83463 -2.08777 0.49536
C 3.09939 -3.17859 2.15985
F 3.92102 -3.07927 3.18575
F 3.24241 -4.35536 1.56744
F 1.84620 -3.02561 2.56276
O 2.37370 1.18191 0.16478
S 0.10247 2.60253 -1.32317
O -0.49625 3.25283 -2.49489
N -0.23564 0.90223 -1.38150
C -1.51878 0.43112 -1.74578
C -2.61366 1.16687 -2.12706
C -3.82426 0.50662 -2.43638
C -3.94832 -0.85129 -2.36387
C -2.83824 -1.63421 -1.96778
C -2.85061 -3.03713 -1.82639
C -1.72203 -3.69816 -1.40821
C -0.56318 -2.96682 -1.13536
N -0.51986 -1.64979 -1.27255
C -1.63633 -0.97435 -1.67495
C -0.94478 3.02746 0.07666
C -1.24449 4.38107 0.18493
C -1.98155 4.82746 1.27111
C -2.41174 3.92806 2.23787
C -2.10865 2.57929 2.12058
C -1.36814 2.12125 1.03945
H -2.54903 2.24142 -2.20784
H -4.67145 1.10751 -2.73833
H -4.88555 -1.33953 -2.59710
H -3.75974 -3.58515 -2.04382
H -1.70926 -4.77135 -1.28770
H 0.35294 -3.44885 -0.81658
H -0.91889 5.07263 -0.58294
H -2.22227 5.87864 1.36026
H -2.98976 4.27933 3.08296
H -2.45437 1.87726 2.86917
H -1.13900 1.06985 0.95323
S 3.05594 -4.15681 -2.40078
As 4.94475 -3.47958 -2.29198
S 3.36468 -0.07863 -2.57349
S 1.66108 -1.01399 -3.16501
S 5.02598 -1.25725 -2.89782
```

Results
orbital gap (alpha / beta): 6.550 / 6.731 eV
spin multiplicity: 1
total charge: +1
relative energy (zero: lowest compared OMol25 entry of this formula, charge and spin): 0.0 kJ/mol